Formula: C3H11N2O3
Source: the Open Molecules 2025 dataset
Level of theory: ωB97M-V with the def2-TZVPD basis set

Properties
E_HOMO (eV): -13.871
Charge: +1
Lowest unoccupied orbital energy (eV): -2.6
Gap between HOMO and LUMO (eV): 11.2395
Energy above the lowest of the compared OMol25 structures with the same formula, charge and spin (kJ/mol): 40.0

Each line ends with the Löwdin charge.
Atoms and positions in Å:
1 C -0.416 0.239 2.706  -0.021
2 C -1.330 -0.592 2.159  -0.023
3 N -0.729 -1.181 1.066  0.123
4 C 0.539 -0.796 1.005  -0.086
5 N 0.740 0.086 1.968  0.108
6 H -0.457 0.878 3.567  0.134
7 H -2.345 -0.768 2.450  0.131
8 H -1.082 -1.810 0.354  0.151
9 H 1.255 -1.169 0.300  0.159
10 H 1.606 0.585 2.079  0.172
11 H 2.192 1.882 -0.391  0.057
12 H 0.980 1.310 -1.227  0.006
13 O 1.580 1.144 -0.466  -0.071
14 H -0.396 1.882 -3.076  0.087
15 H 1.027 1.314 -3.242  0.086
16 O 0.191 1.178 -2.776  -0.033
17 H -0.695 -0.743 -2.375  0.014
18 H -1.733 -1.909 -2.231  0.055
19 O -0.929 -1.530 -1.869  -0.045

Formula: C28H34NO6
Source: the Open Molecules 2025 dataset
Level of theory: ωB97M-V with the def2-TZVPD basis set

Properties
E_HOMO (eV): -11.561
Charge: +1
Lowest unoccupied orbital energy (eV): -6.8
Gap between HOMO and LUMO (eV): 4.7195

Each line ends with the Löwdin charge.
Atoms and positions in Å:
1 C -6.771 -3.046 0.946  -0.104
2 O -6.223 -3.812 2.006  -0.159
3 C -5.110 -4.588 1.626  -0.181
4 C -3.791 -3.819 1.591  -0.158
5 C -2.868 -3.913 2.602  -0.006
6 C -1.652 -3.251 2.568  0.016
7 C -1.385 -2.473 1.464  -0.100
8 C -2.331 -2.350 0.455  -0.085
9 C -3.537 -3.000 0.487  0.049
10 C -1.965 -1.481 -0.734  -0.263
11 O -2.725 -0.700 -1.263  0.130
12 C -0.522 -1.648 -1.183  -0.090
13 C -0.214 -1.703 -2.515  0.060
14 C 1.124 -1.902 -2.865  -0.166
15 C 1.451 -2.010 -4.348  -0.117
16 O 0.689 -3.124 -4.843  -0.012
17 C 0.491 -3.078 -6.209  -0.482
18 C -0.248 -1.904 -6.880  0.019
19 O 0.871 -3.981 -6.914  0.125
20 C 2.059 -2.013 -1.869  -0.016
21 C 1.749 -1.952 -0.517  -0.005
22 C 0.428 -1.770 -0.176  -0.107
23 C -0.089 -1.733 1.276  -0.268
24 O 0.497 -1.203 2.191  0.104
25 H -6.177 -2.122 0.848  0.087
26 H -7.817 -2.820 1.168  0.093
27 H -6.733 -3.552 -0.032  0.091
28 H -5.019 -5.482 2.254  0.131
29 H -5.273 -4.975 0.603  0.126
30 H -3.064 -4.547 3.465  0.128
31 H -0.896 -3.324 3.343  0.129
32 H -4.267 -2.912 -0.311  0.131
33 H -0.983 -1.597 -3.277  0.143
34 H 1.208 -1.074 -4.857  0.123
35 H 2.512 -2.284 -4.422  0.137
36 H -0.220 -0.977 -6.300  0.066
37 H 0.222 -1.784 -7.858  0.092
38 H -1.287 -2.206 -7.048  0.095
39 H 3.102 -2.189 -2.132  0.124
40 H 2.521 -2.058 0.240  0.130
41 C 0.082 3.605 1.039  -0.006
42 C 1.298 2.656 1.214  -0.418
43 C 1.490 2.293 2.700  -0.096
44 C 2.087 3.418 3.547  -0.150
45 C 3.370 3.968 2.922  -0.103
46 C 3.190 4.408 1.460  -0.441
47 N 2.538 3.308 0.651  0.084
48 O 3.361 2.457 0.397  0.228
49 C 2.354 5.704 1.407  -0.018
50 C 4.545 4.821 0.875  -0.017
51 C 0.910 1.386 0.457  -0.027
52 H 0.218 4.289 0.201  0.096
53 H -0.824 3.044 0.824  0.097
54 H -0.129 4.191 1.932  0.083
55 H 2.147 1.420 2.775  0.139
56 H 0.529 1.990 3.115  0.148
57 H 1.358 4.220 3.686  0.113
58 H 2.307 3.034 4.545  0.132
59 H 3.730 4.813 3.508  0.143
60 H 4.149 3.199 2.986  0.139
61 H 2.138 5.991 0.377  0.103
62 H 2.906 6.522 1.865  0.103
63 H 1.412 5.641 1.945  0.070
64 H 5.293 4.032 0.948  0.093
65 H 4.938 5.676 1.419  0.104
66 H 4.451 5.107 -0.174  0.104
67 H 0.786 1.586 -0.610  0.116
68 H -0.029 0.989 0.831  0.097
69 H 1.642 0.590 0.579  0.074

Formula: C20H23BFeO7
Source: the Open Molecules 2025 dataset
Level of theory: ωB97M-V with the def2-TZVPD basis set

Properties
E_HOMO (spin up / spin down) (eV): -5.761 / -8.227
Charge: 0
Lowest unoccupied orbital energy (spin up / spin down) (eV): 0.3 / -3.4
Gap between HOMO and LUMO (spin up / spin down) (eV): 6.0145 / 4.8590
Energy above the lowest of the compared OMol25 structures with the same formula, charge and spin (kJ/mol): 31.3
Spin multiplicity: 5

Each line ends with the Löwdin charge.
Atoms and positions in Å:
1 O -2.004 -3.847 4.482  0.120
2 C -1.365 -3.878 3.518  -0.098
3 Fe -0.056 -4.223 2.278  0.150
4 C 0.230 -5.787 2.981  -0.174
5 O 0.548 -6.672 3.672  0.137
6 C 1.177 -3.717 3.446  -0.146
7 O 1.919 -3.629 4.338  0.147
8 C -0.108 -1.863 0.788  -0.088
9 C 1.353 -1.866 0.607  -0.186
10 C 2.057 -3.236 0.378  -0.169
11 C 1.441 -4.436 1.051  -0.280
12 C 0.289 -5.061 0.416  -0.176
13 C -0.773 -4.248 0.051  -0.109
14 C -0.958 -2.982 0.725  -0.180
15 H -0.546 -0.926 1.153  0.119
16 H 1.632 -1.210 -0.246  0.086
17 H 1.813 -1.392 1.497  0.125
18 H 2.110 -3.433 -0.706  0.116
19 H 3.093 -3.138 0.735  0.114
20 H 2.207 -5.100 1.474  0.116
21 H 0.305 -6.138 0.202  0.129
22 H -1.608 -4.628 -0.555  0.117
23 H -2.013 -2.744 0.960  0.120
24 C -1.081 6.545 2.213  0.019
25 C -1.151 5.916 0.907  -0.242
26 C -1.536 6.437 -0.315  0.048
27 C -1.395 5.380 -1.253  0.090
28 C -0.935 4.263 -0.561  0.078
29 B -0.473 2.836 -1.177  -0.866
30 O -1.277 1.727 -0.617  0.029
31 C -0.902 0.543 -1.282  -0.143
32 C 0.233 0.784 -2.325  -0.434
33 C 0.653 -0.489 -3.018  -0.025
34 C 1.416 1.486 -1.578  -0.138
35 O 0.977 2.648 -0.905  0.022
36 C -0.333 1.837 -3.323  -0.149
37 O -0.732 3.007 -2.642  -0.002
38 O -0.785 4.597 0.769  0.140
39 H -1.449 7.569 2.112  0.098
40 H -1.697 6.018 2.946  0.111
41 H -0.058 6.595 2.599  0.112
42 H -1.877 7.452 -0.498  0.129
43 H -1.594 5.419 -2.318  0.139
44 H -0.549 -0.180 -0.527  0.080
45 H -1.780 0.101 -1.792  0.140
46 H 1.439 -0.270 -3.752  0.092
47 H 1.041 -1.212 -2.289  0.070
48 H -0.209 -0.931 -3.535  0.093
49 H 1.871 0.796 -0.842  0.118
50 H 2.188 1.763 -2.324  0.134
51 H 0.450 2.100 -4.058  0.132
52 H -1.201 1.413 -3.861  0.133

Please write out number 3 again, unchanged.
Formula: C20H23BFeO7
Source: the Open Molecules 2025 dataset
Level of theory: ωB97M-V with the def2-TZVPD basis set

Properties
E_HOMO (spin up / spin down) (eV): -5.761 / -8.227
Charge: 0
Lowest unoccupied orbital energy (spin up / spin down) (eV): 0.3 / -3.4
Gap between HOMO and LUMO (spin up / spin down) (eV): 6.0145 / 4.8590
Energy above the lowest of the compared OMol25 structures with the same formula, charge and spin (kJ/mol): 31.3
Spin multiplicity: 5

Each line ends with the Löwdin charge.
Atoms and positions in Å:
1 O -2.004 -3.847 4.482  0.120
2 C -1.365 -3.878 3.518  -0.098
3 Fe -0.056 -4.223 2.278  0.150
4 C 0.230 -5.787 2.981  -0.174
5 O 0.548 -6.672 3.672  0.137
6 C 1.177 -3.717 3.446  -0.146
7 O 1.919 -3.629 4.338  0.147
8 C -0.108 -1.863 0.788  -0.088
9 C 1.353 -1.866 0.607  -0.186
10 C 2.057 -3.236 0.378  -0.169
11 C 1.441 -4.436 1.051  -0.280
12 C 0.289 -5.061 0.416  -0.176
13 C -0.773 -4.248 0.051  -0.109
14 C -0.958 -2.982 0.725  -0.180
15 H -0.546 -0.926 1.153  0.119
16 H 1.632 -1.210 -0.246  0.086
17 H 1.813 -1.392 1.497  0.125
18 H 2.110 -3.433 -0.706  0.116
19 H 3.093 -3.138 0.735  0.114
20 H 2.207 -5.100 1.474  0.116
21 H 0.305 -6.138 0.202  0.129
22 H -1.608 -4.628 -0.555  0.117
23 H -2.013 -2.744 0.960  0.120
24 C -1.081 6.545 2.213  0.019
25 C -1.151 5.916 0.907  -0.242
26 C -1.536 6.437 -0.315  0.048
27 C -1.395 5.380 -1.253  0.090
28 C -0.935 4.263 -0.561  0.078
29 B -0.473 2.836 -1.177  -0.866
30 O -1.277 1.727 -0.617  0.029
31 C -0.902 0.543 -1.282  -0.143
32 C 0.233 0.784 -2.325  -0.434
33 C 0.653 -0.489 -3.018  -0.025
34 C 1.416 1.486 -1.578  -0.138
35 O 0.977 2.648 -0.905  0.022
36 C -0.333 1.837 -3.323  -0.149
37 O -0.732 3.007 -2.642  -0.002
38 O -0.785 4.597 0.769  0.140
39 H -1.449 7.569 2.112  0.098
40 H -1.697 6.018 2.946  0.111
41 H -0.058 6.595 2.599  0.112
42 H -1.877 7.452 -0.498  0.129
43 H -1.594 5.419 -2.318  0.139
44 H -0.549 -0.180 -0.527  0.080
45 H -1.780 0.101 -1.792  0.140
46 H 1.439 -0.270 -3.752  0.092
47 H 1.041 -1.212 -2.289  0.070
48 H -0.209 -0.931 -3.535  0.093
49 H 1.871 0.796 -0.842  0.118
50 H 2.188 1.763 -2.324  0.134
51 H 0.450 2.100 -4.058  0.132
52 H -1.201 1.413 -3.861  0.133

- Which formula does entry 1 have?
  C3H11N2O3

Copy entry 2 word for word.
Formula: C28H34NO6
Source: the Open Molecules 2025 dataset
Level of theory: ωB97M-V with the def2-TZVPD basis set

Properties
E_HOMO (eV): -11.561
Charge: +1
Lowest unoccupied orbital energy (eV): -6.8
Gap between HOMO and LUMO (eV): 4.7195

Each line ends with the Löwdin charge.
Atoms and positions in Å:
1 C -6.771 -3.046 0.946  -0.104
2 O -6.223 -3.812 2.006  -0.159
3 C -5.110 -4.588 1.626  -0.181
4 C -3.791 -3.819 1.591  -0.158
5 C -2.868 -3.913 2.602  -0.006
6 C -1.652 -3.251 2.568  0.016
7 C -1.385 -2.473 1.464  -0.100
8 C -2.331 -2.350 0.455  -0.085
9 C -3.537 -3.000 0.487  0.049
10 C -1.965 -1.481 -0.734  -0.263
11 O -2.725 -0.700 -1.263  0.130
12 C -0.522 -1.648 -1.183  -0.090
13 C -0.214 -1.703 -2.515  0.060
14 C 1.124 -1.902 -2.865  -0.166
15 C 1.451 -2.010 -4.348  -0.117
16 O 0.689 -3.124 -4.843  -0.012
17 C 0.491 -3.078 -6.209  -0.482
18 C -0.248 -1.904 -6.880  0.019
19 O 0.871 -3.981 -6.914  0.125
20 C 2.059 -2.013 -1.869  -0.016
21 C 1.749 -1.952 -0.517  -0.005
22 C 0.428 -1.770 -0.176  -0.107
23 C -0.089 -1.733 1.276  -0.268
24 O 0.497 -1.203 2.191  0.104
25 H -6.177 -2.122 0.848  0.087
26 H -7.817 -2.820 1.168  0.093
27 H -6.733 -3.552 -0.032  0.091
28 H -5.019 -5.482 2.254  0.131
29 H -5.273 -4.975 0.603  0.126
30 H -3.064 -4.547 3.465  0.128
31 H -0.896 -3.324 3.343  0.129
32 H -4.267 -2.912 -0.311  0.131
33 H -0.983 -1.597 -3.277  0.143
34 H 1.208 -1.074 -4.857  0.123
35 H 2.512 -2.284 -4.422  0.137
36 H -0.220 -0.977 -6.300  0.066
37 H 0.222 -1.784 -7.858  0.092
38 H -1.287 -2.206 -7.048  0.095
39 H 3.102 -2.189 -2.132  0.124
40 H 2.521 -2.058 0.240  0.130
41 C 0.082 3.605 1.039  -0.006
42 C 1.298 2.656 1.214  -0.418
43 C 1.490 2.293 2.700  -0.096
44 C 2.087 3.418 3.547  -0.150
45 C 3.370 3.968 2.922  -0.103
46 C 3.190 4.408 1.460  -0.441
47 N 2.538 3.308 0.651  0.084
48 O 3.361 2.457 0.397  0.228
49 C 2.354 5.704 1.407  -0.018
50 C 4.545 4.821 0.875  -0.017
51 C 0.910 1.386 0.457  -0.027
52 H 0.218 4.289 0.201  0.096
53 H -0.824 3.044 0.824  0.097
54 H -0.129 4.191 1.932  0.083
55 H 2.147 1.420 2.775  0.139
56 H 0.529 1.990 3.115  0.148
57 H 1.358 4.220 3.686  0.113
58 H 2.307 3.034 4.545  0.132
59 H 3.730 4.813 3.508  0.143
60 H 4.149 3.199 2.986  0.139
61 H 2.138 5.991 0.377  0.103
62 H 2.906 6.522 1.865  0.103
63 H 1.412 5.641 1.945  0.070
64 H 5.293 4.032 0.948  0.093
65 H 4.938 5.676 1.419  0.104
66 H 4.451 5.107 -0.174  0.104
67 H 0.786 1.586 -0.610  0.116
68 H -0.029 0.989 0.831  0.097
69 H 1.642 0.590 0.579  0.074

Repeat the first record exactly.
Formula: C3H11N2O3
Source: the Open Molecules 2025 dataset
Level of theory: ωB97M-V with the def2-TZVPD basis set

Properties
E_HOMO (eV): -13.871
Charge: +1
Lowest unoccupied orbital energy (eV): -2.6
Gap between HOMO and LUMO (eV): 11.2395
Energy above the lowest of the compared OMol25 structures with the same formula, charge and spin (kJ/mol): 40.0

Each line ends with the Löwdin charge.
Atoms and positions in Å:
1 C -0.416 0.239 2.706  -0.021
2 C -1.330 -0.592 2.159  -0.023
3 N -0.729 -1.181 1.066  0.123
4 C 0.539 -0.796 1.005  -0.086
5 N 0.740 0.086 1.968  0.108
6 H -0.457 0.878 3.567  0.134
7 H -2.345 -0.768 2.450  0.131
8 H -1.082 -1.810 0.354  0.151
9 H 1.255 -1.169 0.300  0.159
10 H 1.606 0.585 2.079  0.172
11 H 2.192 1.882 -0.391  0.057
12 H 0.980 1.310 -1.227  0.006
13 O 1.580 1.144 -0.466  -0.071
14 H -0.396 1.882 -3.076  0.087
15 H 1.027 1.314 -3.242  0.086
16 O 0.191 1.178 -2.776  -0.033
17 H -0.695 -0.743 -2.375  0.014
18 H -1.733 -1.909 -2.231  0.055
19 O -0.929 -1.530 -1.869  -0.045